(1)
Molecular formula: C6H15BrGaO2
Method: DFT, the ωB97M-V functional and the def2-TZVPD basis

Summary:
LUMO in eV: 3.009
HOMO level in eV: -5.06
Charge: -1
Electronic energy in Eh: -4886.87571
Multiplicity: 1

Element x y z (Å)
H1 2.655 -0.451 -0.265
H2 0.349 -2.143 2.043
C1 1.908 -1.138 -0.680
Ga1 -2.182 1.518 -0.410
H3 3.063 -2.967 -0.404
C2 2.315 -1.328 2.259
O1 0.884 -1.375 0.264
H4 1.823 -3.065 -1.651
H5 2.533 -1.880 3.176
H6 -1.830 1.569 -1.991
C3 -3.537 3.935 -1.214
Br1 -4.786 3.924 -2.769
C4 2.568 -2.406 -1.199
H7 3.319 -2.160 -1.953
O2 -2.678 4.724 -1.183
H8 1.436 -0.616 -1.512
C5 -3.777 2.876 -0.183
H9 -4.672 2.285 -0.430
H10 1.577 -3.077 1.211
H11 -2.730 0.071 0.000
H12 1.969 -0.327 2.524
H13 -0.883 2.006 0.385
C6 1.257 -2.054 1.444
H14 -3.831 3.298 0.829
H15 3.250 -1.217 1.708

Atomic forces in eV per Å
H 0.068 -0.046 -0.009
H -0.078 0.074 -0.145
C 0.056 0.021 -0.013
Ga 0.311 -0.091 -0.396
H 0.072 0.042 -0.019
C 0.087 0.084 -0.027
O -0.180 -0.048 -0.035
H 0.004 0.045 -0.018
H -0.034 0.006 -0.011
H -0.107 -0.030 0.070
C -0.332 -1.938 2.303
Br -0.310 -0.065 -0.469
C -0.001 -0.115 0.077
H -0.030 0.015 0.002
O 0.931 1.608 -0.528
H -0.139 0.020 0.135
C -0.759 0.085 -1.198
H 0.246 0.366 0.263
H 0.094 -0.013 0.035
H -0.074 0.034 0.142
H -0.032 -0.046 -0.004
H -0.107 0.049 0.198
C 0.078 0.021 0.003
H 0.214 -0.010 -0.379
H 0.022 -0.070 0.025

***

(2)
Molecular formula: C18H14Cl5NO2PdSe2Te2
Method: DFT, the ωB97M-V functional and the def2-TZVPD basis

Summary:
LUMO in eV: 4.024
HOMO level in eV: -1.04
Energy above the lowest of the compared OMol25 structures with the same formula, charge and spin in eV: 0.0000
Charge: -2
Electronic energy in Eh: -8667.48448
Multiplicity: 1

Element x y z (Å)
C1 -0.208 1.116 1.101
H1 3.800 2.252 1.292
C2 0.982 -0.617 2.264
H2 -7.256 -3.341 -0.563
H3 6.244 1.935 1.376
H4 5.510 -1.063 1.439
Cl1 0.583 -1.712 -1.554
C3 6.209 1.397 0.427
H5 2.740 1.242 0.273
C4 4.865 -0.051 -0.977
C5 -7.275 -1.482 0.511
C6 -6.720 -2.424 -0.346
H6 -8.243 -1.661 0.965
C7 3.722 1.709 0.346
C8 -6.583 -0.308 0.783
Pd1 -1.092 1.054 -1.782
H7 -7.011 0.430 1.451
C9 0.464 -0.817 -0.081
Se1 -2.183 1.726 -3.957
C10 -5.479 -2.191 -0.924
C11 -0.182 0.422 -0.102
Cl2 1.746 -2.924 1.075
O1 -2.892 0.325 -0.985
H8 3.756 -0.866 1.367
C12 -3.416 -0.793 -1.304
C13 -5.343 -0.079 0.201
O2 -2.966 -1.674 -2.029
H9 -5.017 -2.904 -1.595
C14 1.016 -1.351 1.079
Te1 1.604 1.681 -4.647
H10 3.796 2.418 -0.478
C15 0.372 0.631 2.272
C16 4.699 -0.332 1.447
Te2 -0.628 0.231 -5.195
H11 6.338 2.113 -0.385
Cl3 -0.992 2.671 1.147
C17 4.855 0.679 0.307
Cl4 0.345 1.558 3.738
N1 4.947 -0.601 -1.983
C18 -4.782 -1.019 -0.656
Se2 1.023 2.166 -2.220
Cl5 1.690 -1.256 3.711
H12 -4.784 0.827 0.396
H13 4.712 0.199 2.401
H14 7.035 0.684 0.396

Atomic forces in eV per Å
C -0.033 0.064 0.025
H -0.090 0.004 0.005
C -0.010 -0.012 -0.023
H 0.000 0.000 0.000
H -0.001 0.000 0.001
H 0.005 0.008 0.003
Cl -0.013 0.019 0.011
C -0.009 -0.013 -0.011
H 0.005 -0.028 0.002
C -0.063 0.113 -0.082
C 0.002 -0.003 -0.004
C -0.001 0.005 0.003
H 0.000 0.000 0.000
C 0.056 -0.060 -0.001
C -0.001 0.003 0.004
Pd -0.125 -0.025 0.067
H 0.000 -0.001 0.000
C 0.001 -0.023 -0.015
Se 0.000 -0.076 0.041
C 0.000 -0.002 -0.001
C 0.038 -0.047 0.005
Cl 0.022 0.021 -0.003
O -0.033 0.066 -0.042
H -0.056 -0.033 -0.005
C 0.033 0.006 -0.005
C -0.003 0.000 -0.001
O 0.015 0.006 0.008
H 0.001 -0.001 -0.001
C 0.010 0.010 0.035
Te -0.018 0.017 -0.050
H -0.008 -0.016 -0.019
C 0.008 -0.009 0.011
C 0.013 0.002 0.005
Te 0.006 0.077 0.000
H 0.002 0.002 0.004
Cl 0.011 -0.025 -0.008
C 0.078 0.016 0.023
Cl 0.000 -0.001 -0.009
N 0.062 -0.059 0.092
C 0.001 -0.002 0.012
Se 0.092 -0.003 -0.084
Cl 0.007 -0.004 0.008
H 0.002 0.001 -0.001
H -0.008 -0.002 0.000
H 0.001 0.003 0.002